ORCA calculation (wB97M-V/def2-TZVPD) on C11H13N2NiO6 as an isolated structure in a non-equilibrium geometry.

Geometry as XYZ:
```
33
Properties=species:S:1:pos:R:3:lowdin_charge:R:1
O 1.734 1.900 -4.881 0.03
C 1.285 1.505 -3.902 0.02
Ni -0.190 -0.316 -0.411 -0.07
O -1.217 1.906 -2.011 0.14
C -0.972 0.938 -1.430 -0.11
C -1.389 -0.212 0.918 -0.12
O -2.054 -0.262 1.855 0.15
C 1.031 -1.401 0.395 -0.25
O 1.408 -2.117 1.233 0.11
C -0.936 -1.678 -1.198 -0.13
O -1.170 -2.637 -1.793 0.19
H 1.377 -0.552 -0.922 0.10
C 3.243 0.822 1.731 0.01
N 2.233 1.283 2.649 0.01
C 2.427 1.068 4.053 -0.12
C 1.753 2.201 4.806 -0.13
C 0.276 2.213 4.442 -0.13
N 0.151 2.331 3.014 0.00
C -1.052 2.922 2.468 0.01
C 1.293 2.219 2.201 -0.42
O 1.415 2.826 1.130 0.12
H 3.524 -0.208 1.979 0.12
H 4.124 1.470 1.823 0.13
H 2.877 0.870 0.700 0.09
H 1.996 0.097 4.374 0.16
H 3.499 1.076 4.300 0.15
H 2.214 3.181 4.569 0.15
H 1.872 2.045 5.888 0.14
H -0.183 3.076 4.947 0.15
H -0.216 1.301 4.840 0.16
H -1.942 2.477 2.930 0.11
H -1.057 3.986 2.731 0.12
H -1.116 2.811 1.375 0.10
```

Properties
Energy above the lowest of the compared OMol25 structures with the same formula, charge and spin: 243.7 kJ/mol
2S+1: 3
Net charge: +1
Expectation value of S²: 2.04
Calculated total energy: -67913.887 eV
Highest occupied orbital energy (spin up / spin down): -9.251 / -12.049 eV